A molecular structure, C38H52BrFeN3P2S3Si, computed with wB97M-V/def2-TZVPD.

Structure (ORCA input):
```
! RIJCOSX wB97M-V def2-TZVPD def2/J DEFGRID3
* xyz 0 5
Fe -2.11 -0.14 -1.48
S -5.10 -2.49 -2.89
P -3.53 -3.34 -1.91
C -2.32 -2.16 -1.39
P -1.15 -2.38 -0.13
S -1.28 -0.43 0.62
C 0.51 -2.63 -0.59
C 1.48 -2.92 0.43
C 2.81 -3.13 0.05
C 3.26 -2.86 -1.26
C 2.30 -2.58 -2.27
C 0.93 -2.48 -1.93
C -1.52 -3.56 1.09
C -0.94 -4.90 1.12
C -1.23 -5.76 2.14
C -2.05 -5.41 3.22
C -2.73 -4.17 3.14
C -2.55 -3.27 2.06
C -2.84 -4.59 -3.07
C -1.64 -4.48 -3.67
C -1.36 -5.34 -4.77
C -2.27 -6.17 -5.32
C -3.48 -6.38 -4.55
C -3.77 -5.54 -3.48
C -4.25 -4.26 -0.54
C -3.81 -5.63 -0.33
C -4.64 -6.40 0.49
C -5.58 -5.88 1.34
C -5.94 -4.55 1.10
C -5.29 -3.74 0.16
H 1.21 -2.89 1.53
H 3.42 -3.46 0.88
H 4.31 -2.98 -1.59
H 2.60 -2.49 -3.33
H 0.17 -2.14 -2.68
H -0.20 -5.07 0.39
H -0.91 -6.78 2.02
H -2.06 -6.02 4.09
H -3.53 -3.92 3.84
H -3.20 -2.39 1.82
H -0.90 -3.74 -3.34
H -0.37 -5.22 -5.19
H -2.09 -6.63 -6.26
H -4.18 -7.12 -4.96
H -4.79 -5.47 -3.05
H -2.88 -6.01 -0.75
H -4.47 -7.51 0.58
H -6.12 -6.51 2.07
H -6.78 -4.11 1.67
H -5.72 -2.75 -0.08
N -3.95 0.56 -2.10
N -3.93 1.51 -3.13
C -2.78 1.67 -3.83
N -2.83 2.31 -5.02
S -1.35 0.94 -3.28
H -4.19 -0.40 -2.47
H -4.63 0.70 -1.34
H -4.82 1.96 -3.46
H -3.52 3.01 -5.29
H -1.88 2.41 -5.44
C 2.39 6.91 0.45
C 2.09 5.39 0.29
C 2.45 4.91 -1.15
C 0.59 5.09 0.56
Si 3.03 4.39 1.60
Br 2.74 2.33 0.59
C 4.98 4.80 1.41
C 5.47 5.30 0.04
C 5.85 3.52 1.80
C 5.19 5.86 2.54
C 2.39 4.10 3.37
C 1.08 3.31 3.27
C 2.21 5.43 4.12
C 3.45 3.26 4.07
H 1.71 7.49 -0.13
H 3.43 7.10 0.19
H 2.26 7.23 1.51
H 1.71 5.36 -1.74
H 2.50 3.81 -1.32
H 3.47 5.29 -1.38
H 0.05 5.63 -0.17
H 0.29 5.59 1.52
H 0.34 4.02 0.56
H 5.15 4.63 -0.80
H 6.59 5.38 0.01
H 5.07 6.32 -0.20
H 5.60 2.63 1.23
H 5.78 3.23 2.85
H 6.89 3.77 1.64
H 4.59 6.71 2.44
H 6.23 6.24 2.38
H 5.10 5.50 3.57
H 0.19 3.95 3.46
H 1.09 2.46 3.91
H 0.92 2.74 2.35
H 1.71 6.15 3.45
H 3.18 5.69 4.50
H 1.50 5.37 4.91
H 3.76 2.43 3.39
H 3.10 2.90 5.02
H 4.41 3.88 4.17
*
```

Output
total energy	-208110.4595	eV
HOMO energy (alpha / beta)	-6.5 / -6.7	eV
LUMO energy (alpha / beta)	0.017 / 0.001	eV
<S²>	6.02